The following is a quantum chemistry calculation of a molecular structure, C19H18N2O3S, from OMol25.

Atoms and positions in Å:
H 0.6567 -1.5522 -1.7531
C -2.4562 -0.9148 2.0601
H 5.0852 -0.2226 -1.1880
C -0.8842 -1.8623 0.5079
O -4.3241 0.5652 1.3128
C 5.9478 1.2659 0.3785
C 0.8481 0.8728 1.1712
H 1.1503 0.2611 1.9062
C 0.0168 1.7504 -1.2807
C -2.7509 -0.6179 -0.2720
H -2.8115 -0.6432 2.8848
H 3.3193 0.6840 1.7326
S 0.4889 -3.2416 0.1646
H -5.6935 1.6064 0.2423
C -1.2133 -1.5554 1.7038
C -0.6787 1.9584 -0.1561
C -5.0392 0.7570 0.0845
C 2.6640 -1.7400 -0.7475
C 4.8407 0.7608 -0.3271
H -1.2982 -1.6915 -1.5569
H 1.5852 -3.0008 -1.7794
C 1.0161 0.7997 -1.3800
C -4.2519 1.0468 -1.0203
H 1.6490 0.4715 -1.9997
N 2.4892 -0.6975 0.1946
O 3.6944 -2.3144 -0.8135
C -3.0742 -0.4770 0.9570
C 1.4708 0.4082 -0.0846
O -3.2154 -0.0323 -1.5083
H -3.6118 1.7298 -0.9895
C -1.6076 -1.4436 -0.7352
H -4.8133 1.3116 -2.3205
H -1.4874 2.8398 -0.1517
H -0.7528 1.8698 2.2571
C -0.2804 1.4972 1.0846
H 4.2066 -0.9590 1.1483
H -0.4447 2.2443 -2.1557
H -5.6696 -0.3190 -0.0611
H 4.1751 1.4221 -0.8438
H -0.8085 -2.0372 2.7182
C 3.7105 -0.1527 0.7452
N 6.7161 1.7629 1.0234
C 1.4362 -2.4109 -1.1531

Calculated values
HOMO energy: -8.85 eV
Net charge: 0
Kohn-Sham gap: 8.74 eV
2S+1: 1
E_tot: -39937.67351 eV

Atomic partial charges in e from the Mulliken method, atoms 1 to 5: 0.10, -1.15, 0.23, 0.11, -0.46